Entry 1:
C3H6N2S2 | wB97M-V/def2-TZVPD

Bonds (Å) are listed after each position.
Atoms and positions in Å:
1 C -0.106 1.800 -0.030  N2 1.266, N7 1.383, H8 1.117
2 N -1.249 1.303 -0.257  C1 1.266, S3 1.691
3 S -1.820 -0.247 0.103  N2 1.691, C4 1.822
4 C -0.608 -1.559 -0.257  S3 1.822, C5 1.518, H9 1.089, H10 1.068
5 C 0.739 -1.467 0.437  C4 1.518, S6 1.787, H11 1.077, H12 1.108
6 S 1.761 -0.197 -0.296  C5 1.787, N7 1.714
7 N 1.063 1.202 0.406  C1 1.383, S6 1.714, H13 1.037
8 H -0.049 2.908 -0.159  C1 1.117
9 H -1.131 -2.450 0.089  C4 1.089
10 H -0.461 -1.649 -1.311  C4 1.068
11 H 0.646 -1.306 1.498  C5 1.077
12 H 1.284 -2.421 0.296  C5 1.108
13 H 1.803 1.851 0.731  N7 1.037

M = 134.2 g/mol
SMILES string = C1=NSCCSN1
E_HOMO = -8.2 eV
HOMO-LUMO gap = 8.9 eV

Entry 2:
C3H6N2S2 | wB97M-V/def2-TZVPD

Bonds (Å) are listed after each position.
Atoms and positions in Å:
1 C 2.669 0.492 -0.662  N2 1.437, H8 1.095, H9 1.106, H10 1.093
2 N 1.371 0.283 -0.081  C1 1.437, S3 1.740, C4 1.362
3 S 0.942 -1.361 0.292  N2 1.740, H11 1.341
4 C 0.500 1.300 0.171  N2 1.362, N5 1.289, H12 1.084
5 N -0.712 1.305 0.611  C4 1.289, C6 1.325
6 C -1.655 0.375 0.633  N5 1.325, S7 1.613, H13 1.090
7 S -2.415 -0.313 -0.612  C6 1.613
8 H 2.757 -0.004 -1.634  C1 1.095
9 H 2.806 1.532 -1.016  C1 1.106
10 H 3.407 0.158 0.071  C1 1.093
11 H 1.745 -1.482 1.359  S3 1.341
12 H 1.071 2.217 0.096  C4 1.084
13 H -1.911 0.240 1.684  C6 1.090

M = 134.2 g/mol
SMILES string = CN(S)/C=N\C=S
E_HOMO = -8.2 eV
HOMO-LUMO gap = 8.6 eV